Record 1
Below is the molecule C5H10BN, with properties calculated with wB97M-V/def2-TZVPD.

Geometry as XYZ:
```
17
Properties=species:S:1:pos:R:3:lowdin_charge:R:1
N 0.983 2.560 1.387 0.039
C 0.040 -0.937 -0.029 -0.293
C -0.908 -1.503 0.929 -0.171
C 1.068 0.932 -1.409 -0.027
C -0.223 0.442 -0.632 -0.154
C -0.857 -2.080 -0.419 -0.094
B 0.637 1.614 -0.142 -0.104
H -1.754 -1.776 -0.895 0.094
H -1.230 0.433 -1.191 0.154
H 0.331 2.215 2.163 0.043
H 0.922 3.504 1.321 -0.068
H 1.031 -1.194 0.281 0.139
H 0.839 1.504 -2.295 0.089
H -0.381 -2.999 -0.612 0.091
H -0.523 -2.003 1.783 0.087
H 1.763 0.211 -1.604 0.057
H -1.738 -0.922 1.363 0.119
```

Output
energy above the lowest of the compared OMol25 structures with the same formula, charge and spin	106.8	kcal/mol
structure (SMILES)	NB1C[C@H]1C1CC1
charge	0
LUMO level	0.539	eV
frontier orbital gap	0.344	Ha

Record 2
Below is the molecule C5H10BN, with properties calculated with wB97M-V/def2-TZVPD.

Geometry as XYZ:
```
17
Properties=species:S:1:pos:R:3:lowdin_charge:R:1
N 0.023 -0.680 0.368 -0.094
C -2.065 0.018 -0.371 -0.171
C -1.324 -0.992 0.124 -0.109
C 1.723 1.338 -0.232 -0.021
C -1.236 1.118 -0.789 -0.122
C 0.934 -1.710 0.850 -0.039
B 0.402 0.578 -0.242 -0.288
H 1.996 -1.462 0.705 0.096
H -1.678 1.924 -0.160 0.095
H 2.315 0.999 0.581 0.041
H 1.564 2.377 -0.117 0.046
H -3.099 -0.031 -0.660 0.097
H 0.836 -1.709 1.956 0.090
H 0.313 -2.567 0.586 0.082
H -1.407 1.483 -1.874 0.115
H 2.299 1.237 -1.205 0.095
H -1.593 -1.923 0.481 0.087
```

Output
energy above the lowest of the compared OMol25 structures with the same formula, charge and spin	35.4	kcal/mol
structure (SMILES)	CB1CC=CN1C
charge	0
LUMO level	0.756	eV
frontier orbital gap	0.315	Ha

Record 3
Below is the molecule C5H10BNO, with properties calculated with wB97M-V/def2-TZVPD.

Geometry as XYZ:
```
18
Properties=species:S:1:pos:R:3:lowdin_charge:R:1
O -0.850 0.516 1.766 -0.018
N -0.284 0.166 -0.448 -0.058
C 0.397 -0.265 -1.679 -0.034
C -1.256 1.672 1.085 -0.198
C -0.907 1.425 -0.442 -0.162
C 0.481 -1.740 1.131 -0.027
C 1.698 -1.868 0.685 -0.013
B -0.231 -0.422 0.741 -0.514
H -0.321 -0.629 -2.425 0.081
H -0.568 2.562 1.378 0.137
H -0.043 -2.404 1.791 0.092
H 0.759 0.622 -2.350 0.115
H -0.292 2.159 -0.922 0.096
H 2.263 -1.429 -0.117 0.047
H -2.008 1.427 -1.074 0.172
H 1.266 -0.986 -1.473 0.080
H 2.270 -2.693 1.152 0.072
H -2.374 1.889 1.201 0.131
```

Output
energy above the lowest of the compared OMol25 structures with the same formula, charge and spin	39.0	kcal/mol
structure (SMILES)	C=CB1OCCN1C
charge	0
LUMO level	0.776	eV
frontier orbital gap	0.355	Ha

Record 4
Below is the molecule C5H10BrN3O3, with properties calculated with wB97M-V/def2-TZVPD.

Geometry as XYZ:
```
22
Properties=species:S:1:pos:R:3:lowdin_charge:R:1
Br -3.310 1.295 -0.180 0.648
O -1.546 -2.049 1.202 0.013
O 1.231 -2.320 0.178 0.023
O -1.350 -3.207 -0.768 0.092
N 1.349 -0.093 -0.043 0.070
N -1.352 -1.991 -0.007 -0.332
N -0.593 1.501 -0.109 -0.110
C -1.493 0.470 0.064 -0.673
C -1.377 -0.890 -0.752 -0.041
C 1.332 -1.234 0.702 -0.372
C 1.635 2.372 -0.070 -0.033
C 0.731 1.291 0.366 -0.385
H -0.873 -3.810 -0.274 0.063
H -0.645 1.938 -1.056 0.136
H 2.296 2.685 0.766 0.105
H -1.100 -1.018 -1.773 0.121
H 1.534 -1.051 1.708 0.118
H 1.095 -0.284 -1.052 0.151
H 2.125 1.905 -0.937 0.090
H -1.303 0.235 1.080 0.078
H 0.526 1.083 1.473 0.167
H 1.089 3.172 -0.518 0.069
```

Output
energy above the lowest of the compared OMol25 structures with the same formula, charge and spin	0.0	kcal/mol
structure (SMILES)	C[C@H](NC=O)N[C@@H](Br)/C=[N+](\[O-])O
charge	0
LUMO level	0.314	eV
frontier orbital gap	0.348	Ha

Record 5
Below is the ion C5H10BrN4 with charge +1, with properties calculated with wB97M-V/def2-TZVPD.

Geometry as XYZ:
```
20
Properties=species:S:1:pos:R:3:lowdin_charge:R:1
Br 1.063 2.806 2.247 0.902
N 3.351 0.447 0.004 0.080
N 0.903 0.776 0.086 -0.017
N 1.638 1.545 0.983 -0.526
N 3.027 1.410 0.956 0.040
C -0.978 -0.353 -1.273 -0.194
C 2.028 0.025 -0.597 0.088
C -1.375 0.321 1.266 -0.079
C -0.597 0.749 -0.112 -0.284
C -0.749 -1.929 -0.783 -0.132
H -2.501 0.096 1.032 0.115
H 0.127 -1.945 0.026 0.073
H -1.699 -2.365 -0.252 0.094
H -0.388 -2.620 -1.656 0.093
H -1.363 1.146 2.108 0.060
H -0.354 -0.221 -2.264 0.116
H -0.821 -0.618 1.712 0.102
H -2.128 -0.290 -1.567 0.142
H 1.801 -0.768 -1.428 0.156
H -0.988 1.788 -0.488 0.170
```

Output
energy above the lowest of the compared OMol25 structures with the same formula, charge and spin	142.4	kcal/mol
structure (SMILES)	CC[C@@H](C)n1cnn[n+]1Br
charge	+1
LUMO level	-5.270	eV
frontier orbital gap	0.359	Ha

Record 6
Below is a cluster of 2 separate species, C5H10BrO3P in total, with properties calculated with wB97M-V/def2-TZVPD.

Geometry as XYZ:
```
20
Properties=species:S:1:pos:R:3:mulliken_spin:R:1
Br 2.425 -0.724 -0.199 0.136
P -1.300 -0.184 0.308 0.637
O -2.272 0.475 1.135 0.174
O -1.143 -1.884 0.573 0.050
O -1.781 0.052 -1.262 0.136
C -1.219 -0.028 -2.547 -0.002
C 1.610 2.059 0.205 -0.005
C 1.310 0.611 0.385 0.704
C -2.218 -2.724 1.011 0.031
C 1.530 1.428 1.594 0.067
H 0.765 2.745 -0.155 0.018
H 0.736 1.514 2.314 0.008
H 2.510 1.278 2.069 0.021
H -1.195 -1.064 -2.763 0.002
H -1.812 -3.744 1.333 0.003
H 2.657 2.182 -0.234 0.014
H -2.749 -2.965 0.089 0.002
H -1.859 0.382 -3.358 0.007
H -2.767 -2.107 1.765 -0.002
H -0.223 0.505 -2.624 -0.002
```

Output
spin multiplicity	3
charge	0
LUMO level (spin up / spin down)	0.727 / -2.592	eV
frontier orbital gap (spin up / spin down)	0.297 / 0.272	Ha